Entry 1:
Density functional theory data (wB97M-V/def2-TZVPD) for a molecular structure, C38H37ClNO2P2Tm in a non-equilibrium geometry.

Element x y z (Å)
Tm1 0.888 0.011 -0.231
Cl1 -0.007 -0.086 -2.561
P1 -0.093 2.789 -0.112
P2 0.071 -2.771 -0.042
C1 -0.031 3.667 1.475
C2 -1.589 3.455 -0.924
C3 1.355 3.429 -1.065
C4 1.588 -3.670 -0.483
C5 -0.497 -3.554 1.502
C6 -1.189 -3.244 -1.274
C7 1.048 4.490 1.853
C8 1.179 4.910 3.180
C9 0.218 4.560 4.135
C10 -0.898 3.800 3.743
C11 -1.017 3.352 2.430
H1 1.790 4.796 1.119
H2 2.024 5.539 3.475
H3 0.313 4.897 5.179
H4 -1.690 3.579 4.474
H5 -1.892 2.762 2.128
C12 2.621 2.905 -0.742
C13 3.711 3.169 -1.564
C14 3.555 3.974 -2.694
C15 2.307 4.531 -3.006
C16 1.201 4.258 -2.194
H6 2.758 2.316 0.174
H7 4.674 2.729 -1.322
H8 4.400 4.163 -3.344
H9 2.189 5.175 -3.876
H10 0.222 4.676 -2.426
C17 -2.120 4.729 -0.650
C18 -3.308 5.134 -1.260
C19 -3.986 4.279 -2.132
C20 -3.462 3.011 -2.408
C21 -2.273 2.604 -1.817
H11 -1.616 5.399 0.043
H12 -3.711 6.120 -1.056
H13 -4.922 4.582 -2.598
H14 -3.979 2.327 -3.082
H15 -1.833 1.626 -2.043
C22 -1.790 -4.099 1.628
C23 -2.249 -4.526 2.882
C24 -1.418 -4.438 4.005
C25 -0.111 -3.937 3.872
C26 0.347 -3.495 2.625
H16 -2.433 -4.190 0.756
H17 -3.252 -4.940 2.983
H18 -1.773 -4.769 4.990
H19 0.551 -3.899 4.736
H20 1.370 -3.123 2.515
C27 2.534 -2.991 -1.272
C28 3.802 -3.534 -1.454
C29 4.113 -4.788 -0.920
C30 3.149 -5.507 -0.203
C31 1.887 -4.948 0.025
H21 2.260 -2.042 -1.763
H22 4.546 -2.972 -2.026
H23 5.109 -5.205 -1.070
H24 3.381 -6.498 0.181
H25 1.148 -5.497 0.601
C32 -1.004 -4.322 -2.151
C33 -1.961 -4.592 -3.133
C34 -3.093 -3.779 -3.248
C35 -3.283 -2.701 -2.372
C36 -2.346 -2.450 -1.375
H26 -0.116 -4.939 -2.060
H27 -1.822 -5.438 -3.801
H28 -3.836 -3.976 -4.019
H29 -4.163 -2.062 -2.455
H30 -2.486 -1.627 -0.669
H31 3.142 -0.018 -2.840
H32 2.394 0.048 -2.624
N1 0.990 1.075 4.425
C37 -0.087 0.166 3.865
C38 0.160 0.124 2.374
O1 1.390 0.355 2.031
O2 -0.710 -0.064 1.434
H33 1.872 0.813 3.970
H34 1.086 1.022 5.442
H35 0.804 2.077 4.226
H36 0.080 -0.819 4.302
H37 -1.067 0.541 4.200

Spin multiplicity: 3
Total charge: +2
Molecular weight in g mol⁻¹: 806.05
E_HOMO (spin up / spin down) in Ha: -0.492 / -0.492
Strongest force on any atom in eV Å⁻¹: 3.2

Entry 2:
Density functional theory data (wB97M-V/def2-TZVPD) for 7 unconnected molecules or ions with the total composition C38H37FN6O2 in a non-equilibrium geometry.

Element x y z (Å)
O1 -0.050 5.642 1.612
C1 -0.335 4.334 1.571
C2 -1.836 3.710 1.964
C3 -2.379 2.582 1.104
C4 -1.400 2.131 -0.175
O2 -1.890 1.901 -1.398
C5 0.226 2.053 0.207
C6 1.209 0.812 -0.326
C7 1.760 0.079 1.073
F1 2.824 0.866 1.742
C8 0.768 3.181 1.067
H1 -2.398 4.126 2.907
H2 -3.413 2.061 1.326
H3 0.523 0.011 -0.861
H4 2.079 1.179 -1.019
H5 2.161 -1.001 0.827
H6 0.814 0.056 1.789
H7 1.884 3.263 1.415
C9 6.590 -2.218 -1.586
C10 6.144 -1.003 -2.097
C11 4.799 -0.695 -1.975
N1 3.892 -1.508 -1.391
C12 4.354 -2.681 -0.906
C13 5.680 -3.076 -0.977
H8 7.638 -2.494 -1.662
H9 6.828 -0.313 -2.578
H10 4.403 0.242 -2.355
H11 3.605 -3.317 -0.443
H12 5.996 -4.029 -0.569
C14 -2.824 -1.277 -4.004
C15 -2.864 -2.554 -4.554
C16 -1.947 -3.491 -4.107
N2 -1.009 -3.235 -3.168
C17 -0.993 -1.986 -2.653
C18 -1.871 -0.984 -3.033
H13 -3.528 -0.517 -4.329
H14 -3.594 -2.814 -5.313
H15 -1.940 -4.502 -4.503
H16 -0.229 -1.806 -1.902
H17 -1.814 0.001 -2.585
C19 5.725 2.179 5.904
C20 5.259 1.785 4.654
C21 3.890 1.759 4.443
N3 2.978 2.091 5.383
C22 3.460 2.468 6.587
C23 4.810 2.529 6.892
H18 6.791 2.213 6.107
H19 5.946 1.505 3.864
H20 3.478 1.462 3.483
H21 2.707 2.728 7.326
H22 5.141 2.841 7.877
C24 -4.042 7.049 -2.476
C25 -2.839 6.964 -1.783
C26 -2.809 6.226 -0.610
N4 -3.883 5.586 -0.098
C27 -5.037 5.689 -0.792
C28 -5.165 6.400 -1.975
H23 -4.103 7.617 -3.400
H24 -1.946 7.459 -2.147
H25 -1.894 6.127 -0.035
H26 -5.886 5.168 -0.358
H27 -6.116 6.447 -2.492
C29 3.151 -6.963 3.511
C30 4.486 -6.586 3.408
C31 4.864 -5.803 2.329
N5 4.012 -5.387 1.367
C32 2.723 -5.771 1.493
C33 2.249 -6.549 2.537
H28 2.817 -7.576 4.343
H29 5.214 -6.893 4.150
H30 5.894 -5.479 2.206
H31 2.059 -5.426 0.706
H32 1.202 -6.826 2.589
C34 -6.404 -1.915 -3.094
C35 -6.849 -0.700 -3.605
C36 -8.195 -0.392 -3.483
N6 -9.102 -1.205 -2.899
C37 -8.640 -2.378 -2.414
C38 -7.314 -2.773 -2.485
H33 -5.356 -2.191 -3.170
H34 -6.166 -0.010 -4.086
H35 -8.591 0.545 -3.863
H36 -9.389 -3.015 -1.951
H37 -6.998 -3.726 -2.077

Molecular weight in g mol⁻¹: 628.75
E_HOMO in Ha: -0.346
Strongest force on any atom in eV Å⁻¹: 8.3

Entry 3:
Density functional theory data (wB97M-V/def2-TZVPD) for a molecular structure, C38H37N2P2S3Ta in a non-equilibrium geometry.

Element x y z (Å)
Ta1 -0.068 1.789 0.197
S1 -1.982 1.764 1.759
P1 -1.141 -0.053 2.146
C1 -0.216 -0.342 0.642
P2 1.520 -0.580 0.885
S2 2.234 1.352 1.117
C2 1.989 -1.583 2.301
C3 1.511 -2.893 2.340
C4 1.851 -3.707 3.407
C5 2.672 -3.219 4.416
C6 3.155 -1.919 4.364
C7 2.813 -1.091 3.307
C8 2.147 -1.457 -0.558
C9 3.277 -2.263 -0.430
C10 3.657 -3.078 -1.484
C11 2.913 -3.091 -2.655
C12 1.802 -2.268 -2.790
C13 1.415 -1.447 -1.745
C14 -2.382 -1.353 2.265
C15 -3.423 -1.259 3.188
C16 -4.326 -2.302 3.296
C17 -4.189 -3.433 2.501
C18 -3.154 -3.523 1.580
C19 -2.251 -2.478 1.454
C20 -0.374 0.065 3.786
C21 0.217 1.253 4.211
C22 0.729 1.343 5.494
C23 0.640 0.258 6.355
C24 0.045 -0.922 5.933
C25 -0.461 -1.026 4.649
H1 0.901 -3.277 1.530
H2 1.490 -4.726 3.447
H3 2.941 -3.860 5.245
H4 3.802 -1.546 5.148
H5 3.197 -0.080 3.259
H6 3.848 -2.264 0.490
H7 4.528 -3.711 -1.384
H8 3.195 -3.751 -3.465
H9 1.231 -2.274 -3.709
H10 0.544 -0.812 -1.836
H11 -3.523 -0.381 3.817
H12 -5.138 -2.239 4.007
H13 -4.892 -4.250 2.599
H14 -3.046 -4.404 0.961
H15 -1.450 -2.520 0.728
H16 0.255 2.121 3.568
H17 1.181 2.267 5.829
H18 1.031 0.336 7.361
H19 -0.030 -1.762 6.611
H20 -0.933 -1.944 4.322
C26 0.840 2.178 -1.636
C27 1.597 2.834 -2.348
C28 2.450 3.677 -3.095
C29 3.828 3.433 -3.181
C30 4.650 4.359 -3.792
C31 4.118 5.530 -4.318
C32 2.749 5.769 -4.256
C33 1.915 4.851 -3.651
H21 4.235 2.524 -2.759
H22 5.714 4.175 -3.856
H23 4.770 6.261 -4.778
H24 2.335 6.676 -4.677
H25 0.851 5.038 -3.572
C34 -1.144 -0.016 -4.409
C35 -2.027 1.225 -4.466
N1 -1.824 2.088 -3.300
C36 -2.442 2.149 -2.139
S3 -1.881 3.374 -0.999
N2 -3.457 1.403 -1.739
C37 -4.147 0.280 -2.383
C38 -5.389 0.713 -3.151
H26 -1.239 -0.580 -5.337
H27 -1.426 -0.668 -3.579
H28 -0.098 0.269 -4.282
H29 -3.078 0.963 -4.556
H30 -1.766 1.822 -5.338
H31 -1.019 2.695 -3.352
H32 -3.869 1.719 -0.874
H33 -4.430 -0.399 -1.580
H34 -3.450 -0.249 -3.029
H35 -6.111 1.183 -2.483
H36 -5.862 -0.158 -3.601
H37 -5.146 1.422 -3.943

Total charge: +2
ΔE to the lowest compared entry with this formula, charge and spin in kcal per mole: 41.49
Molecular weight in g mol⁻¹: 860.83
E_HOMO in Ha: -0.495
Strongest force on any atom in eV Å⁻¹: 2.9

Entry 4:
Density functional theory data (wB97M-V/def2-TZVPD) for a molecular structure, C38H38CaN8O2.

Element x y z (Å)
Ca1 0.448 -0.353 -0.497
C1 3.955 -1.018 0.223
C2 4.190 -1.101 -1.295
C3 3.826 0.190 -1.978
C4 4.771 0.911 -2.699
C5 4.427 2.147 -3.221
C6 3.153 2.636 -2.990
C7 2.272 1.849 -2.269
N1 2.585 0.645 -1.788
N2 2.640 -1.461 0.703
C8 2.505 -1.003 2.090
C9 1.149 -1.267 2.690
C10 1.014 -1.489 4.055
C11 -0.255 -1.662 4.581
C12 -1.345 -1.626 3.727
C13 -1.119 -1.417 2.377
N3 0.100 -1.236 1.869
C14 2.501 -2.915 0.625
C15 2.008 -3.425 -0.710
C16 2.302 -4.719 -1.123
C17 1.788 -5.169 -2.327
C18 0.993 -4.319 -3.080
C19 0.744 -3.049 -2.589
N4 1.246 -2.611 -1.434
H1 4.066 0.023 0.529
H2 4.737 -1.595 0.741
H3 3.629 -1.926 -1.732
H4 5.245 -1.311 -1.478
H5 5.766 0.508 -2.832
H6 5.149 2.726 -3.782
H7 2.843 3.608 -3.347
H8 1.270 2.205 -2.058
H9 2.641 0.081 2.077
H10 3.280 -1.446 2.734
H11 1.892 -1.521 4.686
H12 -0.389 -1.831 5.642
H13 -2.354 -1.765 4.091
H14 -1.927 -1.394 1.655
H15 1.764 -3.229 1.367
H16 3.444 -3.419 0.883
H17 2.927 -5.355 -0.510
H18 2.004 -6.172 -2.673
H19 0.563 -4.631 -4.021
H20 0.109 -2.350 -3.120
O1 1.272 1.366 0.654
C20 1.532 2.622 0.727
C21 2.877 3.085 0.699
C22 3.198 4.422 0.759
C23 2.199 5.393 0.871
C24 0.887 4.972 0.925
C25 0.525 3.622 0.839
C26 -0.894 3.312 0.963
N5 -1.479 2.214 0.697
C27 -2.892 2.173 1.026
C28 -3.761 1.799 -0.171
N6 -3.389 0.491 -0.655
C29 -4.157 -0.492 -0.418
C30 -3.844 -1.880 -0.711
C31 -4.918 -2.774 -0.820
C32 -4.739 -4.116 -1.065
C33 -3.428 -4.597 -1.162
C34 -2.351 -3.756 -1.022
C35 -2.495 -2.355 -0.801
O2 -1.461 -1.615 -0.626
H21 3.656 2.335 0.610
H22 4.240 4.721 0.722
H23 2.447 6.444 0.928
H24 0.095 5.706 1.037
H25 -1.491 4.155 1.349
H26 -3.244 3.131 1.437
H27 -3.040 1.409 1.797
H28 -3.601 2.535 -0.966
H29 -4.817 1.841 0.129
H30 -5.135 -0.315 0.057
H31 -5.923 -2.376 -0.713
H32 -5.585 -4.782 -1.160
H33 -3.256 -5.654 -1.334
H34 -1.339 -4.143 -1.063
N7 -1.642 0.524 -2.818
C36 -2.029 1.105 -3.960
C37 -0.946 1.090 -4.818
C38 0.071 0.482 -4.075
N8 -0.364 0.132 -2.867
H35 -2.213 0.375 -1.951
H36 -3.034 1.471 -4.082
H37 -0.903 1.461 -5.827
H38 1.089 0.269 -4.362

ΔE to the lowest compared entry with this formula, charge and spin in kcal per mole: 4.60
Molecular weight in g mol⁻¹: 678.85
E_HOMO in Ha: -0.252
Strongest force on any atom in eV Å⁻¹: 0.3